Entry 1:
ORCA calculation (ωB97M-V/def2-TZVPD) on 2 unconnected molecules or ions with the total composition C19H27FN2O4 at a distorted geometry.

```
! wB97M-V def2-TZVPD RIJCOSX def2/J DEFGRID3
* xyz 0 1
C -3.35250 1.89584 -3.51386
C -2.81184 0.83786 -3.29934
C -2.18671 -0.49411 -2.89971
C -1.36589 -0.18329 -1.62810
N -0.25403 0.55880 -1.76599
C 0.55646 0.89698 -0.73666
C 1.77612 1.75061 -1.12123
C 1.24653 3.24855 -1.20156
C 2.41964 1.35655 -2.48209
C 2.97342 -0.10074 -2.54666
C 0.24286 0.50469 0.58741
C 1.13180 0.90048 1.77170
C 0.45889 2.13635 2.51411
C 1.45268 -0.25827 2.77439
C 1.64620 -1.66701 2.14041
C 1.47767 -2.71614 3.30099
C -0.97099 -0.25791 0.74054
C -1.47218 -0.72655 2.12033
O -1.58671 -1.88981 2.35236
O -1.74133 0.21895 3.09647
C -1.79387 -0.63805 -0.37123
C -3.07194 -1.48496 -0.25457
O -3.01488 -2.71717 -0.94373
N -1.74018 -3.17083 -1.07924
O -1.71770 -4.05956 -1.86085
H -3.70613 2.90761 -3.33289
H -2.98079 -1.23703 -2.72067
H -1.51843 -0.81360 -3.72728
H -0.04593 0.86622 -2.71529
H 2.57154 1.75927 -0.35910
H 1.97485 3.97773 -0.80581
H 0.87184 3.50474 -2.21276
H 0.35797 3.31616 -0.53118
H 3.28483 2.03684 -2.65383
H 1.71579 1.58851 -3.31770
H 3.63001 -0.17658 -3.43948
H 2.12703 -0.80783 -2.63495
H 3.60679 -0.30650 -1.66394
H 2.10485 1.28948 1.41260
H -0.10511 1.83836 3.41012
H -0.15969 2.70001 1.78357
H 1.28164 2.83397 2.78804
H 0.70077 -0.31956 3.59186
H 2.40689 0.01720 3.27786
H 2.65753 -1.84806 1.72502
H 0.89143 -1.94453 1.38126
H 2.12717 -2.48100 4.17182
H 1.70698 -3.74716 2.95613
H 0.43619 -2.72375 3.69241
H -2.65883 0.11219 3.39734
H -3.34485 -1.74175 0.79563
H -3.91528 -0.86025 -0.62260
F -4.32060 -3.68197 0.65992
*
```

Properties
**E_tot**: -1250.2221 Eh
**HOMO**: -0.2269 hartree
**Max |F|**: 0.03747 hartree/bohr
**Gap between HOMO and LUMO**: 0.16527 Ha
**Energy relative to the best compared isomer or geometry (same formula, charge and spin)**: 246.2 kcal/mol

Entry 2:
ORCA calculation (ωB97M-V/def2-TZVPD) on a gas-phase ion, CH3O3S (charge -1) at a distorted geometry.

```
! wB97M-V def2-TZVPD RIJCOSX def2/J DEFGRID3
* xyz -1 1
O 1.45473 0.09535 -2.04684
S 0.51848 0.41415 -0.93894
O -0.57790 1.33933 -1.38755
C -0.20410 -1.06158 -0.22238
O -1.39497 -0.52378 0.40118
H 1.20891 1.29879 -0.10822
H 0.61868 -1.45624 0.45820
H -1.42756 0.36112 -0.03195
*
```

Properties
**E_tot**: -663.7466 Eh
**HOMO**: -0.0979 hartree
**Max |F|**: 0.05643 hartree/bohr
**Gap between HOMO and LUMO**: 0.24054 Ha
**Energy relative to the best compared isomer or geometry (same formula, charge and spin)**: 78.3 kcal/mol

Entry 3:
ORCA calculation (ωB97M-V/def2-TZVPD) on C4H6FP in the gas phase at a distorted geometry.

```
! wB97M-V def2-TZVPD RIJCOSX def2/J DEFGRID3
* xyz 0 1
H -3.70597 0.01176 0.35376
P -2.62800 0.86360 0.03726
C -1.39122 -0.34752 -0.18900
F -1.62993 -1.62664 0.24231
C -0.05495 -0.07316 -0.72892
C 1.02309 -0.22325 0.36703
C 2.17088 0.41081 0.35826
H 0.36138 -0.73824 -1.54601
H -0.03181 0.98824 -1.30025
H 0.73182 -0.88116 1.23871
H 2.66485 0.33791 1.27515
H 2.48985 1.27765 -0.10832
*
```

Properties
**E_tot**: -597.1223 Eh
**HOMO**: -0.3321 hartree
**Max |F|**: 0.05876 hartree/bohr
**Gap between HOMO and LUMO**: 0.33401 Ha
**Energy relative to the best compared isomer or geometry (same formula, charge and spin)**: 24.0 kcal/mol

Entry 4:
ORCA calculation (ωB97M-V/def2-TZVPD) on 2 unconnected molecules or ions with the total composition C3H9PS3 at a distorted geometry.

```
! wB97M-V def2-TZVPD RIJCOSX def2/J DEFGRID3
* xyz 0 1
C -0.72963 -0.44709 1.41618
C 0.58235 -0.92269 0.84523
S 0.78001 -1.07370 -0.95756
C 1.68339 0.15719 1.19731
S 1.46774 1.73150 0.88213
S 3.21235 -0.54231 1.57040
H -1.47222 -1.20942 1.39652
H -0.57203 0.00266 2.34335
H -0.99244 0.39072 0.77436
H 0.74634 -1.96529 1.16780
H -0.39935 -1.69535 -1.12544
H 4.05369 0.56825 1.34830
P -1.89613 1.66259 -2.41697
H -1.15323 1.21552 -3.51129
H -2.14484 0.36803 -1.96453
H -3.16602 1.75939 -2.96580
*
```

Properties
**E_tot**: -1655.5429 Eh
**HOMO**: -0.3227 hartree
**Max |F|**: 0.05166 hartree/bohr
**Gap between HOMO and LUMO**: 0.30657 Ha
**Energy relative to the best compared isomer or geometry (same formula, charge and spin)**: 73.6 kcal/mol